(1)
C3H4N3 as an isolated structure at a distorted geometry. Source: OMol25; level of theory: the ωB97M-V functional and the def2-TZVPD basis.

Last column: natural (NBO) charge in e.
Atoms and positions in Å:
N 1.017 -1.151 -0.348  -0.297
N 0.864 0.941 0.342  -0.227
N 0.228 -0.206 0.045  0.048
C -2.388 -0.387 -0.027  0.096
C 2.108 -0.450 -0.258  0.476
C 2.183 0.847 0.166  -0.076
H 2.906 1.646 0.249  0.288
H -2.219 -0.903 -1.112  0.269
H -2.360 0.696 0.184  0.238
H -2.338 -1.032 0.758  0.186

Results
- ΔE to the lowest compared entry with this formula, charge and spin (kcal per mole) = 130.54
- lowest unoccupied orbital energy (spin up / spin down) (eV) = -7.95 / -8.01
- spin multiplicity = 3
- orbital gap (spin up / spin down) (Eh) = 0.238 / 0.281
- charge = +1



(2)
C3H4N4 in the gas phase. Source: OMol25; level of theory: the ωB97M-V functional and the def2-TZVPD basis.

Last column: natural (NBO) charge in e.
Atoms and positions in Å:
N 0.064 -1.059 0.380  -0.429
N -1.125 1.308 0.791  -0.474
N -1.306 -0.930 0.092  -0.270
N 1.883 0.085 -0.702  -0.779
C 0.782 0.107 0.116  0.237
C 0.141 1.166 0.665  0.133
C -1.790 0.265 0.136  0.194
H 1.940 -0.743 -1.281  0.398
H 0.196 -1.571 1.245  0.400
H -2.798 0.422 -0.226  0.199
H 2.014 0.950 -1.215  0.390

Results
- ΔE to the lowest compared entry with this formula, charge and spin (kcal per mole) = 102.73
- SMILES = NC1=C=NC=NN1
- lowest unoccupied orbital energy (spin up / spin down) (eV) = -0.08 / -0.08
- orbital gap (spin up / spin down) (Eh) = 0.295 / 0.295
- charge = 0



(3)
A 2-piece molecular cluster, C3H4N4 overall at a distorted geometry. Source: OMol25; level of theory: the ωB97M-V functional and the def2-TZVPD basis.

Last column: natural (NBO) charge in e.
Atoms and positions in Å:
N 1.436 0.400 0.409  -0.198
N -3.546 -0.652 0.134  -0.222
N 0.187 -0.303 0.743  -0.272
N -1.095 1.675 -0.046  -0.624
C 2.414 -0.460 -0.061  -0.119
C -1.010 0.359 0.210  0.281
C -2.174 -0.580 0.067  0.166
H 0.180 -1.479 -0.680  0.154
H 2.256 -1.528 -0.415  0.206
H -1.929 2.278 0.111  0.400
H 3.280 0.290 -0.473  0.229

Results
- ΔE to the lowest compared entry with this formula, charge and spin (kcal per mole) = 249.70
- lowest unoccupied orbital energy (eV) = -1.99
- orbital gap (Eh) = 0.293
- charge = 0



(4)
A 2-piece molecular cluster, C3H4N4 overall at a distorted geometry. Source: OMol25; level of theory: the ωB97M-V functional and the def2-TZVPD basis.

Last column: natural (NBO) charge in e.
Atoms and positions in Å:
N -1.076 0.604 0.955  -0.235
N -1.740 -1.149 -0.901  -0.150
N -0.689 -1.216 -1.314  0.030
N 2.035 -0.158 -0.533  -0.790
C 0.243 0.792 0.608  -0.324
C 0.784 -0.251 -0.072  0.091
C -2.078 0.021 0.719  0.215
H 2.622 0.618 -0.246  0.354
H -3.133 -0.145 0.799  0.252
H 2.507 -0.948 -0.941  0.385
H 0.689 1.749 0.878  0.173

Results
- ΔE to the lowest compared entry with this formula, charge and spin (kcal per mole) = 121.90
- lowest unoccupied orbital energy (spin up / spin down) (eV) = 0.51 / 0.51
- orbital gap (spin up / spin down) (Eh) = 0.290 / 0.290
- charge = 0



(5)
C3H4N4 in the gas phase at a distorted geometry. Source: OMol25; level of theory: the ωB97M-V functional and the def2-TZVPD basis.

Last column: natural (NBO) charge in e.
Atoms and positions in Å:
N -0.829 0.923 -0.885  -0.153
N 0.040 1.866 -0.862  -0.180
N -1.439 -1.457 -0.053  -0.823
N 1.486 0.562 0.564  -0.392
C -0.564 -0.386 -0.036  0.277
C 1.182 1.686 -0.008  0.147
C 0.712 -0.541 0.467  -0.078
H 1.192 -1.473 0.823  0.203
H -1.106 -2.420 -0.096  0.401
H -2.424 -1.343 -0.209  0.403
H 1.750 2.581 0.296  0.195

Results
- ΔE to the lowest compared entry with this formula, charge and spin (kcal per mole) = 69.02
- SMILES = Nc1cncnn1
- lowest unoccupied orbital energy (eV) = 0.27
- orbital gap (Eh) = 0.334
- charge = 0



(6)
C3H4N4O in the gas phase at a distorted geometry. Source: OMol25; level of theory: the ωB97M-V functional and the def2-TZVPD basis.

Last column: natural (NBO) charge in e.
Atoms and positions in Å:
O 0.005 -1.007 -0.405  -0.409
N 1.945 0.984 0.013  -0.456
N -1.596 0.675 0.023  -0.253
N -2.577 -0.378 -0.053  -0.656
N 1.528 -1.422 -0.093  -0.077
C -0.344 0.237 -0.193  0.350
C 0.632 1.219 -0.376  0.144
C 2.248 -0.334 0.187  0.163
H -2.165 -1.506 0.002  0.371
H -3.236 -0.165 0.933  0.374
H 3.418 -0.433 0.265  0.230
H 0.142 2.130 -0.303  0.220

Results
- ΔE to the lowest compared entry with this formula, charge and spin (kcal per mole) = 149.42
- SMILES = N/N=c1/cncno1
- lowest unoccupied orbital energy (eV) = -1.52
- orbital gap (Eh) = 0.264
- charge = 0



(7)
C3H4N4O in the gas phase at a distorted geometry. Source: OMol25; level of theory: the ωB97M-V functional and the def2-TZVPD basis.

Last column: natural (NBO) charge in e.
Atoms and positions in Å:
O 1.980 1.431 -0.012  -0.602
N 2.313 -0.757 0.085  -0.356
N 0.387 -1.633 -0.097  -0.073
N 1.631 -1.883 -0.033  0.004
N 0.201 -0.185 -0.172  -0.305
C 1.486 0.277 -0.085  0.630
C -0.931 0.308 -0.244  -0.012
C -2.101 -0.261 0.167  -0.407
H -3.017 0.436 0.238  0.203
H 1.358 2.081 0.416  0.502
H -0.984 1.455 -0.388  0.201
H -2.323 -1.269 0.124  0.215

Results
- ΔE to the lowest compared entry with this formula, charge and spin (kcal per mole) = 99.23
- SMILES = C=Cn1nnnc1O
- lowest unoccupied orbital energy (eV) = -0.06
- orbital gap (Eh) = 0.342
- charge = 0



(8)
C3H4N4O in the gas phase at a distorted geometry. Source: OMol25; level of theory: the ωB97M-V functional and the def2-TZVPD basis.

Last column: natural (NBO) charge in e.
Atoms and positions in Å:
O 0.923 -1.249 0.424  -0.383
N -0.190 -1.214 -0.412  -0.324
N -2.352 -0.126 -0.001  -0.636
N 0.793 1.551 -0.063  -0.266
N 1.975 0.769 -0.217  -0.284
C 1.947 -0.468 -0.014  0.385
C -1.032 -0.150 -0.073  0.334
C -0.404 1.238 0.125  0.038
H -1.106 2.073 0.508  0.205
H 2.846 -1.051 -0.045  0.178
H -0.631 -2.171 -0.215  0.397
H -2.770 0.796 -0.016  0.355

Results
- ΔE to the lowest compared entry with this formula, charge and spin (kcal per mole) = 117.21
- SMILES = [H]/N=C1\C=NN=CON1
- lowest unoccupied orbital energy (eV) = -0.30
- orbital gap (Eh) = 0.339
- charge = 0



(9)
C3H4N4O as an isolated structure at a distorted geometry. Source: OMol25; level of theory: the ωB97M-V functional and the def2-TZVPD basis.

Last column: natural (NBO) charge in e.
Atoms and positions in Å:
O 1.145 1.095 0.550  -0.494
N -1.178 1.030 -0.229  -0.123
N -0.152 1.775 -0.350  0.214
N 2.226 -0.908 -0.213  -0.822
N -2.524 -0.807 0.126  -0.596
C 1.161 -0.240 0.113  0.505
C -1.315 -0.448 0.162  0.362
C 0.042 -0.975 -0.230  -0.489
H 3.280 -0.629 -0.351  0.427
H 0.199 -2.142 -0.613  0.241
H 2.109 -1.796 0.551  0.411
H -2.670 -1.840 0.405  0.364

Results
- ΔE to the lowest compared entry with this formula, charge and spin (kcal per mole) = 149.87
- lowest unoccupied orbital energy (eV) = -0.49
- orbital gap (Eh) = 0.303
- charge = 0



(10)
C3H4N4O in the gas phase at a distorted geometry. Source: OMol25; level of theory: the ωB97M-V functional and the def2-TZVPD basis.

Last column: natural (NBO) charge in e.
Atoms and positions in Å:
O -0.629 1.042 -0.498  -0.490
N 1.377 1.155 1.547  -0.604
N 0.124 -2.398 -0.801  -0.573
N 1.000 0.079 0.902  -0.221
N -1.535 -0.798 -1.333  -0.476
C -0.401 -1.277 -0.612  0.336
C -1.541 0.450 -1.290  0.404
C 0.085 -0.003 0.042  0.323
H 1.069 -2.483 -0.279  0.359
H 0.753 1.907 1.420  0.355
H 1.822 1.035 2.483  0.389
H -2.124 1.292 -1.581  0.198

Results
- ΔE to the lowest compared entry with this formula, charge and spin (kcal per mole) = 60.65
- SMILES = [H]/N=C1/N=CO/C1=N\N
- lowest unoccupied orbital energy (eV) = 0.14
- orbital gap (Eh) = 0.332
- charge = 0



(11)
C3H4N4O in the gas phase at a distorted geometry. Source: OMol25; level of theory: the ωB97M-V functional and the def2-TZVPD basis.

Last column: natural (NBO) charge in e.
Atoms and positions in Å:
O 1.537 1.537 0.724  -0.506
N 1.711 0.107 -1.413  -0.782
N -0.431 0.612 1.342  -0.134
N 0.456 0.886 0.437  0.125
N -0.484 -0.771 -0.994  -0.470
C -1.356 -0.293 1.127  -0.135
C 0.588 -0.014 -0.718  0.476
C -1.448 -0.946 -0.103  0.090
H 2.337 1.142 0.153  0.532
H -2.374 -1.437 -0.373  0.210
H -2.066 -0.318 2.018  0.226
H 1.530 -0.506 -2.200  0.369

Results
- ΔE to the lowest compared entry with this formula, charge and spin (kcal per mole) = 88.76
- SMILES = [H]/N=c1\nccnn1O
- lowest unoccupied orbital energy (eV) = -0.59
- orbital gap (Eh) = 0.302
- charge = 0



(12)
C3H4N4O as an isolated structure at a distorted geometry. Source: OMol25; level of theory: the ωB97M-V functional and the def2-TZVPD basis.

Last column: natural (NBO) charge in e.
Atoms and positions in Å:
O 2.795 -0.259 -0.345  -0.554
N 1.034 1.333 0.036  -0.449
N 0.541 -1.106 0.110  -0.445
N -2.977 0.110 -0.305  -0.597
N -0.610 -0.330 0.464  -0.309
C 1.588 0.010 0.020  0.683
C -0.213 0.926 0.185  0.290
C -1.887 -0.500 -0.121  0.280
H -1.731 -1.394 -0.889  0.168
H 0.692 -1.709 0.883  0.392
H -3.079 0.938 0.342  0.336
H -1.084 1.570 -0.213  0.206

Results
- ΔE to the lowest compared entry with this formula, charge and spin (kcal per mole) = 81.50
- lowest unoccupied orbital energy (eV) = -0.05
- orbital gap (Eh) = 0.371
- charge = 0



(13)
C3H4N4O in the gas phase at a distorted geometry. Source: OMol25; level of theory: the ωB97M-V functional and the def2-TZVPD basis.

Last column: natural (NBO) charge in e.
Atoms and positions in Å:
O 2.258 0.162 0.150  -0.523
N 0.927 -0.050 -0.001  -0.204
N -1.952 0.727 0.115  -0.312
N -0.917 1.679 -0.369  -0.282
N -0.855 -1.389 -0.369  -0.510
C 0.375 -1.256 -0.287  0.288
C -1.919 -0.524 0.233  0.221
C 0.391 1.297 -0.215  0.194
H -2.696 -0.977 0.981  0.217
H 0.966 2.250 -0.450  0.243
H 1.023 -2.059 -0.839  0.203
H 2.398 0.139 1.053  0.466

Results
- ΔE to the lowest compared entry with this formula, charge and spin (kcal per mole) = 145.84
- SMILES = ON1C=NC=NN=C1
- lowest unoccupied orbital energy (eV) = -0.02
- orbital gap (Eh) = 0.326
- charge = 0



(14)
A 3-piece molecular cluster, C3H4N4O overall at a distorted geometry. Source: OMol25; level of theory: the ωB97M-V functional and the def2-TZVPD basis.

Last column: natural (NBO) charge in e.
Atoms and positions in Å:
O 3.108 -0.353 -0.121  -0.491
N -1.578 -0.511 -0.144  -0.254
N 0.346 -1.827 0.209  -0.140
N -0.679 1.703 0.013  -0.874
N -0.965 -1.675 0.035  -0.139
C 1.990 0.112 0.016  0.391
C -0.484 0.252 0.007  0.250
C 0.689 -0.498 -0.024  -0.100
H -1.857 1.701 -0.881  0.396
H -0.745 2.372 1.221  0.424
H 1.798 1.199 -0.050  0.124
H -1.624 -2.474 -0.281  0.411

Results
- ΔE to the lowest compared entry with this formula, charge and spin (kcal per mole) = 147.14
- lowest unoccupied orbital energy (eV) = -0.40
- orbital gap (Eh) = 0.335
- charge = 0



(15)
C3H4N4O2 in the gas phase at a distorted geometry. Source: OMol25; level of theory: the ωB97M-V functional and the def2-TZVPD basis.

Last column: natural (NBO) charge in e.
Atoms and positions in Å:
O 0.700 0.254 1.192  -0.452
O -1.087 0.979 2.301  -0.303
N 0.765 -0.478 -0.996  -0.297
N 1.553 -0.916 -2.030  -0.628
N -2.718 1.044 0.866  -0.180
N -2.461 1.267 2.071  0.089
C 1.344 -0.256 0.103  0.324
C -1.605 0.585 0.207  -0.243
C -0.607 0.562 1.137  0.569
H 0.967 -1.490 -2.642  0.366
H -1.598 0.354 -0.843  0.252
H 2.395 -0.423 0.365  0.165
H 2.352 -1.483 -1.732  0.338

Results
- ΔE to the lowest compared entry with this formula, charge and spin (kcal per mole) = 73.77
- SMILES = N/N=C/Oc1cnno1
- lowest unoccupied orbital energy (eV) = 0.72
- orbital gap (Eh) = 0.369
- charge = 0



(16)
A 2-piece molecular cluster, C3H4N4OS overall at a distorted geometry. Source: OMol25; level of theory: the ωB97M-V functional and the def2-TZVPD basis.

Last column: natural (NBO) charge in e.
Atoms and positions in Å:
S 0.593 -1.248 -1.665  0.494
O -1.221 1.378 1.398  -0.502
N 0.982 1.088 0.682  -0.491
N -0.155 -2.676 -2.132  -0.354
N 1.703 2.142 1.310  -0.629
N -1.270 -2.827 -1.576  -0.175
C -1.646 -1.856 -0.727  -0.192
C -0.723 -0.850 -0.652  -0.404
C -0.292 0.923 0.834  0.855
H 1.981 2.827 0.605  0.365
H 1.082 2.605 1.971  0.375
H 1.550 0.426 0.168  0.433
H -2.584 -1.930 -0.217  0.225

Results
- ΔE to the lowest compared entry with this formula, charge and spin (kcal per mole) = 73.17
- lowest unoccupied orbital energy (eV) = -0.21
- orbital gap (Eh) = 0.337
- charge = 0



(17)
C3H4N4S in the gas phase. Source: OMol25; level of theory: the ωB97M-V functional and the def2-TZVPD basis.

Last column: natural (NBO) charge in e.
Atoms and positions in Å:
S -3.050 0.408 -0.140  0.189
N 0.747 -0.315 0.072  -0.402
N 2.869 -0.874 0.216  -0.270
N 2.794 0.481 -0.022  -0.264
N -1.353 0.618 -0.130  -0.556
C 1.532 0.803 -0.110  0.159
C 1.652 -1.326 0.265  0.155
C -0.649 -0.408 0.056  0.258
H 1.133 1.775 -0.297  0.225
H 1.374 -2.353 0.445  0.210
H -1.010 -1.424 0.213  0.171
H -3.308 1.695 -0.347  0.125

Results
- ΔE to the lowest compared entry with this formula, charge and spin (kcal per mole) = 14.90
- SMILES = S/N=C/n1cnnc1
- lowest unoccupied orbital energy (eV) = 0.36
- orbital gap (Eh) = 0.358
- charge = 0



(18)
C3H4N6 in the gas phase at a distorted geometry. Source: OMol25; level of theory: the ωB97M-V functional and the def2-TZVPD basis.

Last column: natural (NBO) charge in e.
Atoms and positions in Å:
N -0.198 2.595 -0.430  -0.709
N 1.170 -0.015 0.182  -0.440
N -1.186 -1.704 0.670  -0.126
N -0.372 -0.883 -1.490  -0.401
N -0.477 1.301 -0.979  -0.242
N -0.464 -1.051 1.513  -0.150
C 0.951 -0.615 1.194  0.224
C 0.054 0.172 -0.746  0.366
C -0.592 -1.830 -0.633  0.246
H 0.539 2.360 0.284  0.395
H -0.713 3.434 -0.805  0.433
H -0.431 -3.079 -0.861  0.192
H 1.719 -0.686 2.102  0.211

Results
- ΔE to the lowest compared entry with this formula, charge and spin (kcal per mole) = 116.88
- SMILES = NN=c1ncnncn1
- lowest unoccupied orbital energy (eV) = -0.88
- orbital gap (Eh) = 0.282
- charge = 0



(19)
A 2-piece molecular cluster, C3H4NO overall at a distorted geometry. Source: OMol25; level of theory: the ωB97M-V functional and the def2-TZVPD basis.

Last column: natural (NBO) charge in e.
Atoms and positions in Å:
O -0.356 3.238 -0.687  -0.648
N -1.336 0.992 -0.646  -0.289
C -0.011 -0.034 1.310  -0.519
C -0.467 0.405 0.129  0.123
C -0.275 0.160 -1.276  -0.344
H -0.754 -0.765 -1.767  0.138
H -0.392 0.236 2.295  0.169
H 0.869 -0.559 1.546  0.180
H 0.395 0.638 -1.962  0.191

Results
- ΔE to the lowest compared entry with this formula, charge and spin (kcal per mole) = 91.61
- lowest unoccupied orbital energy (spin up / spin down) (eV) = 3.27 / 4.45
- orbital gap (spin up / spin down) (Eh) = 0.223 / 0.290
- charge = -1



(20)
A 2-piece molecular cluster, C3H4NO overall at a distorted geometry. Source: OMol25; level of theory: the ωB97M-V functional and the def2-TZVPD basis.

Last column: natural (NBO) charge in e.
Atoms and positions in Å:
O -0.441 -1.660 0.858  -0.330
N -0.038 0.905 -0.312  -0.266
C 0.391 -1.804 0.090  0.579
C -0.723 1.338 0.640  -0.039
C 0.585 0.188 -1.046  0.068
H -0.228 1.797 1.483  0.241
H -1.801 1.387 0.579  0.245
H 1.102 0.294 -1.972  0.252
H 1.153 -2.445 -0.320  0.251

Results
- ΔE to the lowest compared entry with this formula, charge and spin (kcal per mole) = 55.80
- lowest unoccupied orbital energy (eV) = -5.28
- orbital gap (Eh) = 0.337
- charge = +1